1.
DFT (ωB97M-V with the def2-TZVPD basis set) results for the ion C11H8BrN2O2S with charge -1 in a non-equilibrium geometry.

Positions of all 25 atoms, in Å:
1 N 1.4943 2.3065 -0.2692
2 C 0.8228 1.3915 0.0087
3 C -0.0271 0.2835 0.4473
4 C 0.6006 -0.4635 1.5908
5 C 0.4286 -1.8219 1.8203
6 N 0.4511 -2.9690 2.1080
7 C -1.4812 0.7964 0.6434
8 Br -2.5441 -0.4068 1.6925
9 S -2.4002 1.0896 -1.0247
10 O -2.1157 2.4901 -1.2630
11 O -1.9859 0.1149 -2.0086
12 C -4.2161 0.9868 -0.9624
13 C -4.8455 -0.2631 -1.0342
14 C -6.2405 -0.3424 -1.0921
15 C -7.0099 0.8341 -1.0898
16 C -6.3789 2.0823 -1.0429
17 C -4.9841 2.1548 -0.9899
18 H -0.1109 -0.4709 -0.3811
19 H 1.4279 0.0338 2.1142
20 H -1.4684 1.8239 1.0563
21 H -4.2615 -1.1861 -1.0154
22 H -6.7023 -1.3357 -1.1301
23 H -8.0987 0.7673 -1.1086
24 H -6.9534 3.0103 -1.0285
25 H -4.5118 3.1314 -0.9379

Results
- HOMO-LUMO gap: 5.6 eV
- Max |F|: 2.32 eV Å⁻¹
- Lowest unoccupied orbital energy: 2.6 eV
- Structure (SMILES): N#C[C@@H](C=C=[N-])[C@H](Br)S(=O)(=O)c1ccccc1
- HOMO: -3.0 eV
- Energy relative to the best compared isomer or geometry (same formula, charge and spin): 0.0 kcal/mol
- Net charge: -1

Listed below, in e, are the Mulliken charges computed for each atom: -0.582 0.113 0.561 -1.131 0.349 -0.705 -0.463 -0.100 1.418 -0.688 -0.643 0.015 -0.311 -0.564 -0.341 -0.518 -0.292 0.291 0.278 0.480 0.390 0.344 0.349 0.348 0.402


2.
DFT (ωB97M-V with the def2-TZVPD basis set) results for a structure of composition C11H8BrN3O3S2 in a non-equilibrium geometry.

Positions of all 28 atoms, in Å:
1 O 0.9077 0.4673 -0.1770
2 C 0.4533 1.2330 -0.9264
3 N -0.7152 1.7270 -0.9766
4 C -1.9533 1.7212 -0.2715
5 N -2.3216 0.7740 0.5206
6 N -1.3812 -0.2089 0.9161
7 C -1.9017 -0.9540 1.8969
8 O -3.0308 -1.0469 2.1617
9 C -1.0438 -2.3324 2.0857
10 C -1.4429 -3.2920 3.1119
11 C -0.1866 -4.2982 3.2000
12 C 0.7824 -4.0360 2.3239
13 S 0.3324 -2.5694 1.4956
14 H 1.6996 -4.6090 2.4380
15 H -0.5313 -5.1573 3.8087
16 H -2.2916 -3.1516 3.6418
17 H -0.4921 -0.2162 0.6724
18 H -2.9958 0.8623 1.1309
19 S -3.0256 2.7494 -0.5329
20 H -0.7613 2.7199 -1.6585
21 C 1.3821 1.8810 -2.1287
22 C 2.8989 1.7004 -2.2752
23 C 3.2576 2.3924 -3.3284
24 C 2.1735 3.2955 -3.5777
25 O 1.0491 2.6682 -3.0661
26 Br 1.7965 4.4360 -4.8846
27 H 3.9269 2.5286 -3.8014
28 H 3.4148 0.7156 -1.7994

Results
- HOMO-LUMO gap: 8.1 eV
- Max |F|: 19.29 eV Å⁻¹
- Lowest unoccupied orbital energy: -0.4 eV
- HOMO: -8.5 eV
- Net charge: 0

Listed below, in e, are the Mulliken charges computed for each atom: -0.677 0.640 -0.327 0.332 -0.248 0.100 0.321 -0.556 0.823 -0.806 -0.329 -0.510 -0.357 0.388 0.325 0.518 0.414 0.226 -0.555 0.326 0.422 -0.552 -0.819 -0.034 -0.318 -0.079 1.061 0.269


3.
DFT (ωB97M-V with the def2-TZVPD basis set) results for a structure of composition C11H8F3NS5V in a non-equilibrium geometry.

Positions of all 29 atoms, in Å:
1 V -0.6694 -1.2267 -0.6599
2 C 0.9939 -0.7677 -2.2098
3 C 0.1622 -1.8412 -2.6188
4 C -1.0220 -1.2867 -3.1471
5 C -0.8825 0.1194 -3.1464
6 C 0.3487 0.4378 -2.5712
7 H 2.0077 -0.8640 -1.8455
8 H 0.4383 -2.8837 -2.6337
9 H -1.8358 -1.8409 -3.5903
10 H -1.6181 0.8285 -3.4969
11 H 0.7334 1.4339 -2.4068
12 F -0.4904 3.3897 3.4868
13 C -0.2869 3.2675 2.1280
14 F -1.4089 3.6972 1.5584
15 F 0.6650 4.2313 1.8549
16 C 0.2118 1.9107 1.7861
17 C 1.3927 1.5564 2.4568
18 C 1.9368 0.3029 2.2395
19 C 1.2904 -0.5666 1.3832
20 N 0.1532 -0.2528 0.7235
21 C -0.3964 1.0062 0.8872
22 S -1.7521 1.2969 -0.0955
23 H 1.8550 2.2627 3.1351
24 H 2.8471 -0.0041 2.7385
25 H 1.6662 -1.5653 1.2084
26 S -2.7842 -1.7344 0.2101
27 S -2.8336 -3.6704 0.9420
28 S -0.8949 -3.8343 1.6828
29 S 0.1728 -3.4023 0.0004

Results
- HOMO-LUMO gap (spin up / spin down): 4.4 / 5.9 eV
- Max |F|: 2.97 eV Å⁻¹
- Lowest unoccupied orbital energy (spin up / spin down): 5.2 / 5.2 eV
- HOMO (spin up / spin down): 0.8 / -0.7 eV
- Energy relative to the best compared isomer or geometry (same formula, charge and spin): 8.9 kcal/mol
- Net charge: -2
- Expectation value of S²: 3.793
- Spin multiplicity: 4

Listed below, in e, are the Mulliken charges computed for each atom: 0.272 -0.574 -1.269 -0.507 -0.337 -0.230 0.435 0.706 0.439 0.397 0.317 -0.295 0.718 -0.252 -0.302 0.022 -0.686 -1.052 -0.071 0.143 0.619 -0.458 0.336 0.356 0.401 -0.307 -0.220 -0.189 -0.414


- The lowest net charge belongs to which entry?
  C11H8F3NS5V